Computed, not measured: 2 unconnected molecules or ions with the total composition C3H11N3 in a non-equilibrium geometry, with ωB97M-V/def2-TZVPD.

Structure (XYZ):
```
17
Properties=species:S:1:pos:R:3:forces:R:3
H -0.254 0.621 -1.155 -0.3 0.2 1.0
N 0.476 1.317 -1.170 0.6 -0.1 -1.2
C 1.579 1.025 -0.617 -0.5 0.6 0.1
N 2.739 1.696 -0.945 0.3 0.0 0.3
H 1.699 0.398 0.275 0.1 -0.6 -0.5
H 3.543 1.089 -1.032 0.0 0.2 0.3
H 2.658 2.358 -1.702 -0.2 -0.2 -0.2
C -2.522 -0.538 1.279 -0.7 -1.0 0.6
C -1.776 -1.745 0.696 -0.4 1.4 -0.3
N -0.363 -1.504 0.608 1.5 -0.4 0.1
H -3.513 -0.924 1.558 0.0 0.2 -0.1
H -2.715 0.245 0.548 0.4 0.2 0.1
H -2.092 -0.183 2.219 0.2 0.2 -0.3
H -2.278 -1.890 -0.269 0.2 -0.6 -0.1
H -1.896 -2.608 1.339 -0.3 -0.2 0.0
H 0.011 -0.674 0.173 -0.8 0.2 0.0
H 0.148 -2.267 0.185 -0.1 -0.2 0.1
```
Forces are in eV/Å.

## Properties
E, eV: -7758.82861
SMILES string: [H]/N=C/N.CCN
Largest force on an atom, eV/A: 1.5
Lowest unoccupied orbital energy, eV: 1.03